The following is a DFT calculation (ωB97M-V/def2-TZVPD) of a molecular structure, C2H7N3 in a non-equilibrium geometry.

Values from the calculation:
M: 73.10 g/mol
highest occupied orbital energy: -8.9 eV
HOMO-LUMO gap: 9.57 eV
relative energy (zero: lowest compared OMol25 entry of this formula, charge and spin): 3.650 eV

ORCA input file:
```
! RIJCOSX wB97M-V def2-TZVPD def2/J DEFGRID3
* xyz 0 1
C -1.747 0.118 0.027
C 0.634 0.200 -0.128
H -1.164 1.286 0.493
H -2.524 -0.623 1.020
H -2.445 0.182 -1.189
H -0.402 -1.586 -0.068
H 2.704 -0.148 0.197
H 1.632 -1.567 -0.109
H 1.508 1.794 0.092
N -0.484 -0.577 -0.212
N 1.736 -0.549 -0.009
N 0.551 1.469 -0.115
*
```